{"formula": "C5H7NO", "method": "the ωB97M-V functional and the def2-TZVPD basis", "max_force_ev_per_a": 0.53, "homo_lumo_gap_ev": 10.617, "e_homo_ev": -9.6, "relative_energy_kj_mol": 252.35, "e_lumo_ev": 1.049, "elements": ["O", "N", "C", "C", "C", "C", "C", "H", "H", "H", "H", "H", "H", "H"], "coordinates": [[-0.78342, 0.46972, -0.53163], [0.05197, 0.08623, 1.65739], [0.21900, -1.39209, -0.44584], [-0.15022, -0.26557, 0.47448], [-0.49163, -0.56835, -1.47406], [-0.36918, 1.45305, 1.95417], [0.98012, -0.72099, -1.58515], [1.61282, 0.13219, -1.35065], [0.52247, 2.03418, 2.21079], [-1.04317, 1.46365, 2.81384], [-1.25385, -0.79776, -2.20654], [-0.86630, 1.94385, 1.10996], [0.22195, -2.45915, -0.26130], [1.34943, -1.37896, -2.36547]], "nbo_charge": [-0.51, -0.46, -0.32, 0.55, 0.08, -0.44, -0.42, 0.23, 0.20, 0.20, 0.21, 0.20, 0.24, 0.23]}

{"formula": "C5H7NO", "method": "the ωB97M-V functional and the def2-TZVPD basis", "max_force_ev_per_a": 1.17, "homo_lumo_gap_ev": 9.487, "e_homo_ev": -8.7, "relative_energy_kj_mol": 114.52, "e_lumo_ev": 0.769, "smiles": "[H]/N=C1\\CC(C)=CO1", "elements": ["O", "N", "C", "C", "C", "C", "C", "H", "H", "H", "H", "H", "H", "H"], "coordinates": [[-1.63829, -0.85186, -0.52285], [-1.48697, -2.20116, 1.32690], [1.31531, 1.41011, -0.86049], [-0.98518, -1.30172, 0.60007], [0.22482, 0.47591, -0.41315], [0.13457, -0.32449, 0.86793], [-0.86847, 0.14402, -1.09722], [2.26487, 0.88303, -1.03042], [-0.43732, 0.18665, 1.65361], [-1.27095, 0.53736, -2.02273], [1.51651, 2.20532, -0.13441], [1.04792, 1.88781, -1.81071], [1.06281, -0.69646, 1.31036], [-0.87963, -2.35451, 2.13312]], "nbo_charge": [-0.47, -0.67, -0.63, 0.57, -0.08, -0.53, 0.12, 0.22, 0.25, 0.21, 0.22, 0.22, 0.24, 0.34]}

{"formula": "C5H7NO", "method": "the ωB97M-V functional and the def2-TZVPD basis", "max_force_ev_per_a": 1.10, "homo_lumo_gap_ev": 11.266, "e_homo_ev": -10.5, "relative_energy_kj_mol": 134.86, "e_lumo_ev": 0.782, "smiles": "N#CCC1(O)CC1", "elements": ["O", "N", "C", "C", "C", "C", "C", "H", "H", "H", "H", "H", "H", "H"], "coordinates": [[-0.59245, -0.46399, -1.62399], [-1.13969, -2.11352, 1.93408], [0.91062, 1.16073, -0.63093], [1.31742, -0.17874, -0.06243], [-1.20359, -1.08923, 1.40024], [-0.10854, 0.09022, -0.43728], [-1.15382, 0.18476, 0.66895], [1.56482, -0.22381, 0.99584], [-2.12811, 0.40195, 0.21647], [-0.91827, 0.98575, 1.37893], [-0.72442, -1.41165, -1.48475], [1.16488, 1.37669, -1.66435], [1.87630, -0.86613, -0.69040], [0.91221, 2.01867, 0.03614]], "nbo_charge": [-0.70, -0.33, -0.42, -0.44, 0.28, 0.24, -0.53, 0.22, 0.26, 0.25, 0.48, 0.24, 0.23, 0.22]}

{"formula": "C5H7NO", "method": "the ωB97M-V functional and the def2-TZVPD basis", "max_force_ev_per_a": 1.21, "homo_lumo_gap_ev": 8.801, "e_homo_ev": -8.3, "relative_energy_kj_mol": 472.96, "e_lumo_ev": 0.516, "elements": ["O", "N", "C", "C", "C", "C", "C", "H", "H", "H", "H", "H", "H", "H"], "coordinates": [[-0.11764, -1.55152, 0.65248], [-2.15142, -0.60031, -0.24678], [0.25610, 0.70540, 0.46321], [-0.87788, -0.71660, -0.19149], [-0.18099, 0.10942, -1.19903], [0.71896, -0.55828, 1.23582], [0.96172, 0.96840, -0.80505], [1.78684, -0.78171, 1.07845], [0.81258, 1.98607, -1.17388], [-2.57452, -1.51375, -0.24750], [-0.25362, 1.47541, 1.03865], [-0.88895, 0.41064, -1.98377], [0.55301, -0.50343, 2.32585], [1.95579, 0.57029, -0.94696]], "nbo_charge": [-0.52, -0.80, -0.11, 0.51, -0.22, -0.08, -0.45, 0.18, 0.23, 0.35, 0.24, 0.24, 0.20, 0.21]}

{"formula": "C5H7NO", "method": "the ωB97M-V functional and the def2-TZVPD basis", "max_force_ev_per_a": 1.31, "homo_lumo_gap_ev": 10.211, "e_homo_ev": -9.5, "relative_energy_kj_mol": 270.19, "e_lumo_ev": 0.697, "smiles": "O=C1CN2CC[C@@H]12", "elements": ["O", "N", "C", "C", "C", "C", "C", "H", "H", "H", "H", "H", "H", "H"], "coordinates": [[-2.41534, -1.11534, 0.46155], [0.21255, 0.90528, 0.50119], [1.31825, 0.10467, -0.09974], [-1.38696, -0.50092, 0.43705], [-0.44248, 0.07335, 1.53421], [-0.73582, 0.31258, -0.67212], [0.54796, -0.05682, -1.39694], [0.60121, -0.99648, -1.93772], [-1.50115, 0.73829, -1.36400], [2.27857, 0.61978, -0.14750], [0.20090, -0.67652, 2.02424], [0.78050, 0.77981, -2.06321], [1.45702, -0.86414, 0.40235], [-0.91522, 0.67646, 2.32066]], "nbo_charge": [-0.50, -0.37, -0.24, 0.57, -0.36, -0.17, -0.42, 0.22, 0.23, 0.20, 0.21, 0.22, 0.18, 0.23]}

{"formula": "C5H7NO", "method": "the ωB97M-V functional and the def2-TZVPD basis", "max_force_ev_per_a": 3.17, "homo_lumo_gap_ev": 8.842, "e_homo_ev": -8.1, "relative_energy_kj_mol": 443.01, "e_lumo_ev": 0.785, "elements": ["O", "N", "C", "C", "C", "C", "C", "H", "H", "H", "H", "H", "H", "H"], "coordinates": [[1.50032, 0.36073, -0.57050], [1.50561, -1.26949, 1.16388], [-0.38890, -1.06651, 0.13940], [-0.61655, 0.67732, 0.26947], [0.48559, 1.36429, -0.54010], [0.94268, -0.58011, 0.26782], [-1.44941, -0.32070, -0.43320], [2.44196, -1.45550, 0.88570], [0.86323, 2.26887, -0.04715], [-0.60395, -1.91877, 0.77532], [0.17374, 1.61814, -1.55958], [-2.39394, -0.58709, 0.02329], [-1.00664, 1.20103, 1.11944], [-1.45375, -0.29221, -1.49379]], "nbo_charge": [-0.50, -0.79, -0.21, -0.16, -0.08, 0.52, -0.44, 0.35, 0.19, 0.25, 0.19, 0.23, 0.23, 0.20]}

{"formula": "C5H7NO", "method": "the ωB97M-V functional and the def2-TZVPD basis", "max_force_ev_per_a": 1.32, "homo_lumo_gap_ev": 10.687, "e_homo_ev": -9.8, "relative_energy_kj_mol": 200.69, "e_lumo_ev": 0.932, "smiles": "C#CCCNC=O", "elements": ["O", "N", "C", "C", "C", "C", "C", "H", "H", "H", "H", "H", "H", "H"], "coordinates": [[-2.50899, -0.32950, -0.26726], [-0.92031, 0.42438, 1.09779], [1.72278, 0.27179, -0.24087], [-0.22635, -0.86011, 0.69003], [-2.09867, 0.56081, 0.45325], [2.59171, 1.01699, 0.12798], [0.63669, -0.64440, -0.56312], [1.05213, -1.58749, -0.94658], [3.37775, 1.67264, 0.41994], [-0.93094, -1.67567, 0.43690], [-0.55496, 1.24397, 1.60311], [-2.67277, 1.49257, 0.59777], [0.34746, -1.19824, 1.54559], [0.00812, -0.24532, -1.36963]], "nbo_charge": [-0.63, -0.63, 0.01, -0.21, 0.51, -0.28, -0.50, 0.24, 0.24, 0.25, 0.42, 0.13, 0.21, 0.25]}

{"formula": "C5H7NO", "method": "the ωB97M-V functional and the def2-TZVPD basis", "max_force_ev_per_a": 0.35, "homo_lumo_gap_ev": 9.203, "e_homo_ev": -8.4, "relative_energy_kj_mol": 5.31, "e_lumo_ev": 0.846, "smiles": "CC1=CNC(=O)C1", "elements": ["O", "N", "C", "C", "C", "C", "C", "H", "H", "H", "H", "H", "H", "H"], "coordinates": [[2.51164, -1.72276, 0.00120], [1.62540, 0.26680, 0.77102], [-0.48842, 0.22835, -0.04219], [0.14665, -1.09403, -0.39477], [0.40048, 0.93925, 0.65130], [1.58796, -0.94669, 0.11558], [-1.83164, 0.74720, -0.42772], [2.44866, 0.60809, 1.24026], [-2.63034, 0.01400, -0.31387], [-0.31308, -1.94306, 0.13239], [0.12735, -1.34715, -1.46024], [-2.04967, 1.61576, 0.19390], [-1.85618, 1.07972, -1.46785], [0.25780, 1.92860, 1.06708]], "nbo_charge": [-0.59, -0.62, -0.05, -0.54, -0.03, 0.69, -0.62, 0.42, 0.21, 0.25, 0.25, 0.22, 0.22, 0.21]}

{"formula": "C5H7NO", "method": "the ωB97M-V functional and the def2-TZVPD basis", "max_force_ev_per_a": 1.17, "homo_lumo_gap_ev": 10.968, "e_homo_ev": -10.3, "relative_energy_kj_mol": 60.08, "e_lumo_ev": 0.654, "smiles": "CC(=O)[C@@H](C)C#N", "elements": ["O", "N", "C", "C", "C", "C", "C", "H", "H", "H", "H", "H", "H", "H"], "coordinates": [[0.65683, -1.07164, 1.30753], [-0.29435, 2.64405, -0.28292], [0.68076, -0.42747, 0.29155], [-1.82093, -0.61307, 0.41299], [-0.57658, 1.52125, -0.27569], [1.99825, 0.02729, -0.30039], [-0.66197, 0.05153, -0.33341], [2.27810, 0.97260, 0.18089], [-1.73969, -1.69746, 0.27989], [-2.78763, -0.27792, 0.03411], [-1.74546, -0.41454, 1.48331], [-0.72739, -0.16946, -1.40943], [2.01253, 0.18181, -1.38463], [2.72753, -0.72697, -0.00380]], "nbo_charge": [-0.52, -0.31, 0.62, -0.59, 0.28, -0.73, -0.42, 0.26, 0.23, 0.22, 0.24, 0.26, 0.23, 0.25]}

{"formula": "C5H7NO", "method": "the ωB97M-V functional and the def2-TZVPD basis", "max_force_ev_per_a": 0.93, "homo_lumo_gap_ev": 10.140, "e_homo_ev": -9.3, "relative_energy_kj_mol": 93.31, "e_lumo_ev": 0.818, "smiles": "[H]/N=C1/C=C(C)CO1", "elements": ["O", "N", "C", "C", "C", "C", "C", "H", "H", "H", "H", "H", "H", "H"], "coordinates": [[1.29608, 0.65737, 1.00622], [2.82663, -0.80310, -0.03409], [0.45542, -0.78337, -0.59889], [0.01984, 1.14782, 0.54429], [-2.01834, -0.26384, -0.36468], [1.66720, -0.32196, 0.12084], [-0.55940, -0.00708, -0.24010], [-2.18770, -1.27334, -0.75166], [3.49549, -0.44092, 0.64268], [0.22860, 2.00369, -0.11320], [-2.46856, -0.20123, 0.63625], [-2.50403, 0.47464, -1.00587], [0.39815, -1.70230, -1.17411], [-0.64936, 1.51363, 1.33233]], "nbo_charge": [-0.49, -0.69, -0.28, -0.11, -0.64, 0.53, 0.04, 0.23, 0.35, 0.19, 0.22, 0.23, 0.23, 0.20]}

{"formula": "C5H7NO", "method": "the ωB97M-V functional and the def2-TZVPD basis", "max_force_ev_per_a": 0.83, "homo_lumo_gap_ev": 10.397, "e_homo_ev": -9.6, "relative_energy_kj_mol": 315.24, "e_lumo_ev": 0.783, "elements": ["O", "N", "C", "C", "C", "C", "C", "H", "H", "H", "H", "H", "H", "H"], "coordinates": [[1.85938, -0.52839, -1.04995], [-0.49188, 0.51916, 1.26335], [0.38601, 1.08844, 0.14062], [-1.07214, 0.92295, -0.02858], [1.10020, -0.22185, 0.09023], [-0.25883, -0.83096, 0.53585], [-1.34696, -0.47612, -0.49979], [-0.29779, -1.76599, 1.10197], [1.71975, -0.30252, 0.99297], [-1.70742, 1.80347, -0.02919], [-1.13505, -0.70574, -1.54716], [-2.35685, -0.79782, -0.22510], [2.74692, -0.76591, -0.75300], [0.85467, 2.06128, 0.00778]], "nbo_charge": [-0.71, -0.34, -0.14, -0.09, 0.08, -0.08, -0.43, 0.21, 0.17, 0.22, 0.21, 0.22, 0.48, 0.22]}

{"formula": "C5H7NO", "method": "the ωB97M-V functional and the def2-TZVPD basis", "max_force_ev_per_a": 1.12, "homo_lumo_gap_ev": 10.755, "e_homo_ev": -10.2, "relative_energy_kj_mol": 101.75, "e_lumo_ev": 0.518, "smiles": "CC(=O)[C@@H](C)C#N", "elements": ["O", "N", "C", "C", "C", "C", "C", "H", "H", "H", "H", "H", "H", "H"], "coordinates": [[0.68146, 0.16662, 1.60565], [-0.42365, 2.77042, -0.12958], [-0.71677, 0.20914, -0.29069], [-0.78619, 1.67069, -0.13405], [0.66551, 0.05539, 0.40291], [-1.68870, -0.78931, 0.35174], [1.93211, -0.17574, -0.36978], [-1.50826, -1.75638, -0.13486], [2.71636, 0.42553, 0.09527], [-0.72653, 0.07173, -1.37762], [1.87959, 0.02957, -1.44079], [-2.74465, -0.54485, 0.22587], [-1.46110, -0.90153, 1.41363], [2.18080, -1.23128, -0.21769]], "nbo_charge": [-0.53, -0.30, -0.41, 0.28, 0.62, -0.60, -0.72, 0.22, 0.25, 0.25, 0.23, 0.23, 0.24, 0.25]}